ORCA calculation (ωB97M-V with the def2-TZVPD basis set) on C11H13N4O5Pr as an isolated structure in a non-equilibrium geometry.

- Net charge: +2
- Expectation value of S²: 2.022
- Orbital gap (alpha / beta): 0.2182 / 0.2212 hartree
- Spin multiplicity: 3
- Relative energy (zero: lowest compared OMol25 entry of this formula, charge and spin): 16.1 kcal/mol

```
34
C11H13N4O5Pr, DFT ωB97M-V with the def2-TZVPD basis set
O -1.16799 -5.36685 -2.37947
C -0.67515 -4.33850 -2.39415
Pr 1.14202 -0.31943 -1.86629
O 3.67872 -2.59157 -0.61825
C 2.78996 -1.92689 -0.99815
C 2.93049 1.51195 -2.35075
O 3.87465 2.14767 -2.64522
C -0.06296 0.85542 -3.84865
O -0.51390 1.35624 -4.83189
C 2.05864 -1.47740 -4.10125
O 2.72270 -1.91573 -4.94281
H -0.49946 -0.08271 -3.05630
C -0.34696 1.55652 0.21697
N -0.09748 0.04860 0.22956
C -1.44704 -0.61989 0.51748
N -2.06019 -0.14612 1.75776
C -2.25572 1.32475 1.65900
N -0.97427 2.04253 1.46290
C -0.06680 1.71825 2.59215
N 0.17814 0.25023 2.71150
C 0.78134 -0.22809 1.45554
C -1.13481 -0.41580 2.88927
H -0.99936 1.77261 -0.64454
H 0.63493 2.04870 0.07094
H -1.25979 -1.70267 0.57146
H -2.10794 -0.39530 -0.33126
H -2.71068 1.67354 2.58450
H -2.91019 1.52517 0.79412
H 0.90394 2.21926 2.42763
H -0.53143 2.06015 3.51686
H 0.93183 -1.31517 1.50816
H 1.74954 0.27363 1.28871
H -1.59225 -0.03943 3.80685
H -0.96254 -1.50364 2.94764
```

***

ORCA calculation (ωB97M-V with the def2-TZVPD basis set) on C47H45IN6O4P2TeV as an isolated structure in a non-equilibrium geometry.

- Net charge: +1
- Expectation value of S²: 2.031
- Orbital gap (alpha / beta): 0.2435 / 0.2422 hartree
- Spin multiplicity: 3

```
107
C47H45IN6O4P2TeV, DFT ωB97M-V with the def2-TZVPD basis set
V -0.53530 -0.60145 -0.22605
Te 2.53963 3.40358 -0.71377
C 3.83703 3.69971 0.92041
C 3.46422 4.48873 2.00204
C 4.33518 4.59943 3.07838
N 5.52836 3.99562 3.13041
C 5.88420 3.26412 2.06977
C 5.08037 3.08891 0.94997
C 1.38804 1.87981 0.14256
P 1.76798 0.17610 -0.02820
C 2.68881 -0.39420 1.45108
C 3.08933 0.53200 2.41123
C 3.81275 0.12272 3.52860
C 4.12547 -1.21912 3.70021
C 3.71688 -2.15243 2.75298
C 3.00751 -1.74236 1.63266
C 2.96913 -0.07416 -1.38017
C 4.33795 -0.10723 -1.11254
C 5.25854 -0.14437 -2.15265
C 4.82219 -0.15230 -3.46904
C 3.46095 -0.10587 -3.74537
C 2.54222 -0.06046 -2.70797
P -0.35330 1.82314 -0.02890
C -1.12137 2.63023 1.42730
C -0.33874 3.39471 2.28381
C -0.90309 3.98886 3.40884
C -2.25238 3.81124 3.69085
C -3.03837 3.03075 2.85041
C -2.47144 2.44266 1.72774
C -0.89874 2.85233 -1.43607
C -0.83305 2.28976 -2.71539
C -1.04461 3.06876 -3.84480
C -1.32106 4.42247 -3.70344
C -1.39626 4.98840 -2.43806
C -1.18551 4.20918 -1.30717
H 2.51814 5.01657 2.01230
H 4.06657 5.20630 3.93902
H 6.85885 2.78751 2.12057
H 5.42013 2.47296 0.12370
H 2.83608 1.57774 2.27428
H 4.13475 0.85739 4.25902
H 4.68986 -1.54017 4.56945
H 3.95488 -3.20089 2.88800
H 2.70952 -2.47421 0.89263
H 4.69155 -0.10018 -0.08961
H 6.31978 -0.16363 -1.93144
H 5.54073 -0.18957 -4.27951
H 3.11603 -0.10022 -4.77345
H 1.48624 -0.00451 -2.93480
H 0.71701 3.50935 2.06512
H -0.28504 4.58681 4.07046
H -2.69080 4.27525 4.56668
H -4.08805 2.88059 3.07329
H -3.08326 1.81382 1.08939
H -0.58908 1.23782 -2.82949
H -0.98425 2.62589 -4.83168
H -1.47002 5.03876 -4.58198
H -1.60681 6.04572 -2.32987
H -1.23666 4.65942 -0.32363
I -4.10572 -2.87940 3.73462
C -2.47032 -1.66471 3.33929
C -1.69583 -1.16184 4.37015
C -0.61899 -0.36136 4.04461
C -0.35757 -0.08295 2.71896
N -1.10282 -0.57294 1.70797
C -2.14353 -1.36254 2.03148
H -1.92943 -1.38911 5.40299
H 0.02684 0.05160 4.80906
H 0.46205 0.56499 2.44857
H -2.73918 -1.75739 1.21660
C -5.13703 -2.41410 -0.39642
N -3.88627 -1.95622 -0.98634
C -2.89371 -2.98159 -1.28021
C -3.62746 -0.65103 -1.24964
N -2.40079 -0.18923 -1.11366
N -4.64911 0.13026 -1.68206
C -4.57738 1.58852 -1.63141
C -5.76458 -0.40028 -2.46571
H -4.91442 -3.00929 0.48985
H -5.70577 -3.03591 -1.09114
H -5.74553 -1.56875 -0.08830
H -3.38316 -3.82736 -1.76402
H -2.40410 -3.36207 -0.37345
H -2.14582 -2.58441 -1.96189
H -2.33934 0.71266 -1.56980
H -4.29653 2.00878 -2.60080
H -3.85767 1.91963 -0.89124
H -5.55311 1.98716 -1.35387
H -5.52835 -1.39036 -2.84427
H -5.92701 0.25732 -3.31880
H -6.69149 -0.44721 -1.89270
O 0.36386 -2.30214 0.08760
C 0.26547 -2.55187 -1.18187
O 0.02104 -1.58560 -1.96283
C 0.36097 -3.94625 -1.66799
C 0.51751 -4.19521 -3.02752
C 0.57339 -5.50176 -3.48735
C 0.44789 -6.55806 -2.59576
C 0.28444 -6.27783 -1.25391
C 0.25069 -4.99217 -0.76300
N 0.11296 -7.40717 -0.29977
O 0.21338 -8.52984 -0.74529
O -0.22427 -7.12981 0.83315
H 0.60132 -3.35988 -3.71118
H 0.71393 -5.70313 -4.54103
H 0.47355 -7.58769 -2.92506
H 0.13736 -4.81021 0.29531
```

***

One value per record, in order, for total energy: -41863.3662; -126253.0408 eV.